This record from OMol25 describes C17H20AlN3O5S as an isolated structure. The level of theory is the ωB97M-V functional and the def2-TZVPD basis.

Structure (XYZ):
```
47
Properties=species:S:1:pos:R:3:forces:R:3:mulliken_charge:R:1
Al 0.981 -0.444 -0.486 -0.20 -0.12 0.35 0.3840
O -2.697 -1.038 -0.348 -0.13 -0.11 0.03 -0.6255
C -2.543 -2.241 0.372 -0.05 0.08 -0.13 -0.5596
C -1.575 -2.179 1.540 -0.01 -0.07 0.13 -1.0588
N -0.182 -2.169 1.132 0.16 0.05 0.06 0.3751
C 0.145 -3.346 0.339 0.25 0.11 0.05 -0.8810
C 0.015 -3.055 -1.157 -0.21 0.35 0.06 0.5099
O -0.273 -3.950 -1.934 0.10 -0.07 -0.08 -0.7950
O 0.215 -1.813 -1.469 -0.02 -0.26 -0.20 -0.3564
C 0.734 -1.908 2.234 -0.04 -0.15 -0.10 -0.5677
C 2.170 -1.758 1.724 -0.23 0.29 -0.03 0.4728
O 3.101 -2.130 2.419 0.08 -0.06 0.00 -0.7737
O 2.270 -1.211 0.559 0.39 -0.34 -0.09 -0.3930
H -1.831 -0.673 -0.578 0.10 0.03 0.06 0.2790
H -2.268 -3.068 -0.295 -0.07 0.02 0.00 0.2763
H -3.528 -2.480 0.778 -0.08 0.03 0.00 0.4848
H -1.776 -3.062 2.174 0.01 -0.05 0.06 0.3439
H -1.772 -1.287 2.136 0.01 -0.33 0.01 0.7335
H -0.469 -4.214 0.597 -0.03 -0.04 0.00 0.3288
H 1.190 -3.622 0.495 0.02 -0.02 0.07 0.5162
H 0.724 -2.695 3.000 -0.04 -0.05 0.05 0.2585
H 0.453 -0.956 2.695 -0.02 0.02 -0.02 0.3461
C 0.304 1.185 0.249 -0.02 0.21 -0.24 -0.6972
C -0.583 1.946 1.009 -0.05 -0.07 0.16 1.4179
C -0.502 3.383 1.181 -0.11 -0.12 0.08 -1.1607
C -1.417 4.096 1.935 0.05 -0.12 -0.06 -0.3931
C -2.480 3.489 2.611 0.08 -0.11 -0.08 -0.6466
C -2.570 2.090 2.497 0.12 0.03 -0.08 -0.3403
C -1.676 1.356 1.752 0.01 0.10 0.00 -0.1453
H 0.306 3.909 0.691 0.01 0.03 -0.01 0.2699
H -1.296 5.175 2.004 0.02 0.03 -0.01 0.2978
H -3.186 4.060 3.201 -0.01 0.02 0.02 0.3226
H -3.371 1.563 3.012 -0.02 -0.03 0.02 0.3210
H -1.801 0.281 1.704 -0.02 0.45 -0.14 0.2892
C 0.113 1.291 -3.309 0.05 0.05 0.08 -0.8844
N 1.500 0.929 -3.159 -0.01 -0.02 0.08 0.3161
C 2.508 1.620 -3.836 -0.01 -0.01 -0.05 -0.1511
C 3.675 1.359 -3.235 -0.01 -0.06 0.14 -0.6841
N 3.412 0.481 -2.164 0.14 -0.10 -0.02 -0.1948
C 2.013 0.560 -1.869 -0.15 0.28 -0.06 -0.4656
S 1.721 2.087 -0.516 -0.07 0.10 -0.20 -0.7034
H -0.154 2.144 -2.674 0.02 0.01 0.00 0.2668
H -0.521 0.448 -3.031 0.02 -0.03 0.01 0.1964
H -0.073 1.537 -4.357 -0.03 0.00 -0.01 0.4110
H 2.310 2.172 -4.742 0.00 -0.01 0.03 0.3785
H 4.677 1.626 -3.530 -0.03 0.00 0.01 0.3656
H 4.005 0.509 -1.352 0.01 0.05 0.04 0.3160
```
Forces are in eV/Å.

Charge: -2
Max |F| (eV/Å): 0.52
HOMO (eV): 1.1
Gap between HOMO and LUMO (eV): 4.089